Below is C17H22GaN5S4Se as an isolated structure, with properties calculated with wB97M-V/def2-TZVPD.

Calculated total energy, eV: -186502.264
Molar mass, g/mol: 573.3
Multiplicity: 1
HOMO-LUMO gap, eV: 5.94
HOMO level, eV: -6.6

Element x y z (Å)
Ga 0.336 -0.264 0.568
C -3.667 -3.342 3.223
S -3.320 -1.571 3.326
C -2.082 -1.327 2.117
S -1.515 0.289 2.007
N -1.714 -2.364 1.399
N -0.739 -2.071 0.499
C -0.333 -2.971 -0.297
C 0.747 -2.604 -1.219
C 1.287 -3.491 -2.135
C 2.329 -3.061 -2.941
C 2.800 -1.765 -2.807
C 2.193 -0.931 -1.880
N 1.191 -1.347 -1.116
H -4.580 -3.506 3.796
H -2.845 -3.907 3.656
H -3.810 -3.625 2.185
H -0.758 -3.968 -0.285
H 0.893 -4.497 -2.205
H 2.768 -3.732 -3.668
H 3.621 -1.398 -3.407
H 2.497 0.100 -1.736
C 4.105 2.185 0.704
C 2.977 1.195 0.959
S 1.424 1.706 0.256
C 3.163 0.066 1.658
C 4.510 -0.303 2.238
S 1.916 -1.145 1.990
H 3.768 2.991 0.055
H 4.958 1.701 0.218
H 4.463 2.633 1.635
H 5.177 0.555 2.314
H 4.997 -1.068 1.625
H 4.379 -0.725 3.236
C -4.394 1.079 -0.212
N -3.429 2.114 -0.560
C -3.590 3.458 -0.264
C -2.516 4.101 -0.753
N -1.703 3.144 -1.341
C -0.493 3.448 -2.095
C -2.253 1.916 -1.203
Se -1.575 0.307 -1.826
H -4.256 0.758 0.816
H -4.244 0.229 -0.870
H -5.398 1.479 -0.346
H -4.454 3.827 0.263
H -2.258 5.146 -0.744
H 0.062 4.230 -1.580
H -0.751 3.770 -3.104
H 0.121 2.556 -2.149

Atomic partial charges in e from the Mulliken method, atoms 1 to 8: atom 1 (Ga): 0.527, atom 2 (C): -0.812, atom 3 (S): 0.007, atom 4 (C): 0.519, atom 5 (S): -0.451, atom 6 (N): -1.395, atom 7 (N): 0.984, atom 8 (C): -0.788

---

Below is one molecule with the formula C17H22N2O2 at a distorted geometry, with properties calculated with wB97M-V/def2-TZVPD.

Calculated total energy, eV: -25059.731
Molar mass, g/mol: 286.4
Multiplicity: 1
HOMO-LUMO gap, eV: 8.22
HOMO level, eV: -7.4

Element x y z (Å)
C -0.578 -0.815 5.064
C -1.573 -0.674 3.922
O -0.872 -0.168 2.808
C -1.566 0.140 1.666
C -2.918 -0.103 1.501
C -3.579 0.288 0.344
C -2.880 0.933 -0.654
C -1.522 1.160 -0.512
C -0.827 0.764 0.630
N 0.524 1.013 0.799
C 1.212 1.974 -0.028
C 1.828 1.320 -1.286
N 2.189 -0.072 -1.054
C 1.210 -1.048 -1.521
C 1.020 -0.957 -2.997
C -0.046 -0.531 -3.736
C 0.337 -0.654 -5.094
C 1.605 -1.143 -5.077
O 2.025 -1.331 -3.815
C 2.574 -0.267 0.327
C 1.414 -0.009 1.319
H -0.140 0.153 5.292
H -1.080 -1.198 5.947
H 0.219 -1.497 4.780
H -2.015 -1.654 3.684
H -2.382 0.014 4.207
H -3.482 -0.586 2.283
H -4.635 0.092 0.241
H -3.383 1.255 -1.554
H -0.994 1.650 -1.315
H 0.531 2.782 -0.297
H 2.011 2.404 0.588
H 2.738 1.863 -1.569
H 1.139 1.361 -2.130
H 1.611 -2.036 -1.274
H 0.220 -0.942 -1.051
H -0.987 -0.185 -3.358
H -0.252 -0.412 -5.955
H 2.288 -1.391 -5.864
H 3.402 0.419 0.525
H 2.945 -1.286 0.453
H 0.851 -0.929 1.469
H 1.818 0.304 2.290

Atomic partial charges in e from the Mulliken method, atoms 1 to 8: atom 1 (C): -1.423, atom 2 (C): -0.425, atom 3 (O): -0.295, atom 4 (C): 0.320, atom 5 (C): -0.572, atom 6 (C): -0.762, atom 7 (C): -1.054, atom 8 (C): -0.054

---

Below is one molecule with the formula C17H22N2O4S2 at a distorted geometry, with properties calculated with wB97M-V/def2-TZVPD.

Calculated total energy, eV: -50813.264
Molar mass, g/mol: 382.5
Multiplicity: 1
HOMO-LUMO gap, eV: 9.09
HOMO level, eV: -8.8

Element x y z (Å)
O 8.004 1.430 0.298
C 7.140 0.697 0.177
C 6.990 -0.574 0.508
S 6.142 -1.811 -0.714
C 4.521 -0.878 -0.671
C 3.362 -1.552 -0.958
C 2.083 -1.036 -0.601
C 2.115 0.344 -0.371
S 0.570 1.327 -0.185
O 0.995 2.598 -0.357
O -0.363 0.779 -1.153
C 0.126 1.202 1.330
C -0.233 -0.328 1.805
C -1.183 -0.986 0.788
O -0.648 -1.919 0.066
N -2.384 -0.570 0.713
C -3.162 -1.045 -0.495
C -4.575 -1.651 0.138
C -5.322 -0.093 0.624
C -5.644 0.727 -0.350
C -4.188 1.167 -0.965
C -3.421 0.120 -1.609
C 3.367 0.940 -0.325
C 4.620 0.429 -0.283
N 5.900 1.276 -0.110
H 7.978 -1.017 0.347
H 6.664 -1.142 1.374
H 3.443 -2.529 -1.062
H 1.233 -1.434 -1.094
H -0.937 1.548 1.474
H 0.665 1.596 1.976
H -0.733 -0.494 2.572
H 0.657 -0.940 1.750
H -2.576 0.395 0.782
H -2.911 -1.874 -0.694
H -5.296 -1.843 -0.528
H -4.329 -2.251 1.113
H -6.328 -0.562 1.309
H -4.837 0.256 1.499
H -6.072 1.830 -0.045
H -6.136 0.316 -1.427
H -4.405 1.786 -1.874
H -3.679 1.662 -0.264
H -2.479 0.307 -2.026
H -3.933 -0.393 -2.382
H 3.446 2.107 0.040
H 5.751 2.082 -0.137

Atomic partial charges in e from the Mulliken method, atoms 1 to 8: atom 1 (O): -0.511, atom 2 (C): 0.786, atom 3 (C): -0.929, atom 4 (S): -0.100, atom 5 (C): 0.974, atom 6 (C): -1.440, atom 7 (C): -0.293, atom 8 (C): -0.327

---

Below is one molecule with the formula C17H22N2O9S at a distorted geometry, with properties calculated with wB97M-V/def2-TZVPD.

Calculated total energy, eV: -50203.596
Molar mass, g/mol: 430.4
Multiplicity: 1
HOMO-LUMO gap, eV: 7.50
HOMO level, eV: -8.8

Element x y z (Å)
C 3.024 2.894 1.309
C 2.345 1.349 0.870
N 2.469 0.920 -0.266
C 1.688 1.208 -1.227
O 1.985 0.934 -2.633
C 0.509 2.284 -1.286
O -0.696 1.530 -1.131
C -1.177 1.231 0.042
O -0.932 2.223 1.121
C -2.337 0.406 -0.009
C -3.712 0.833 0.220
C -4.659 -0.198 0.056
O -5.959 0.257 0.053
C -6.348 1.766 0.032
C -4.461 -1.487 0.000
O -5.509 -2.056 -0.424
C -5.228 -3.598 -0.293
C -3.011 -1.761 -0.106
C -2.104 -0.896 0.185
N -0.783 -1.421 0.081
O -0.624 -2.479 0.048
O 0.104 -0.514 0.614
C 3.612 0.217 -0.497
C 3.127 -1.512 0.033
C 4.228 -2.342 -0.278
S 5.662 -1.134 0.175
O 6.321 -1.608 1.575
O 6.609 -1.254 -0.737
C 4.947 0.365 -0.106
H 2.926 3.233 2.230
H 4.208 2.933 1.055
H 2.634 3.593 0.497
H 1.124 1.650 1.295
H 2.771 0.859 1.678
H 0.455 2.762 -2.134
H 0.586 3.144 -0.329
H -3.859 1.860 0.146
H -6.038 2.070 0.894
H -7.416 1.705 0.084
H -5.998 2.108 -0.784
H -6.298 -4.233 -0.375
H -4.787 -3.860 0.579
H -4.803 -3.915 -1.056
H -2.919 -2.864 0.094
H 3.703 0.030 -1.727
H 2.916 -1.261 1.013
H 2.403 -1.766 -0.468
H 4.437 -3.299 0.352
H 4.518 -2.701 -1.323
H 5.498 1.076 -0.262
H 4.850 0.718 1.119

Atomic partial charges in e from the Mulliken method, atoms 1 to 8: atom 1 (C): -1.208, atom 2 (C): -1.045, atom 3 (N): 0.647, atom 4 (C): 1.023, atom 5 (O): -0.754, atom 6 (C): -0.779, atom 7 (O): -0.284, atom 8 (C): 0.658

---

Below is one molecule with the formula C17H22N3O5P at a distorted geometry, with properties calculated with wB97M-V/def2-TZVPD.

Calculated total energy, eV: -41981.245
Molar mass, g/mol: 379.4
Multiplicity: 1
HOMO-LUMO gap, eV: 8.31
HOMO level, eV: -8.8

Element x y z (Å)
C -3.076 1.621 -2.825
C -1.562 1.298 -2.698
C -0.693 2.465 -2.158
C -1.259 3.198 -0.907
C -0.622 2.745 0.433
C -1.243 1.405 0.993
C -0.282 0.219 0.971
C 1.000 0.444 1.477
C 1.989 -0.554 1.522
P 3.649 -0.235 2.208
N 4.089 1.165 1.695
O 4.755 -1.334 1.765
O 3.514 -0.217 3.844
C 1.629 -1.797 1.036
C 0.315 -2.040 0.517
C -0.660 -1.065 0.483
C -2.057 -1.411 -0.043
C -3.186 -1.014 0.972
C 0.301 -3.518 0.081
O -0.557 -4.334 0.052
N 1.723 -3.745 -0.255
N 2.014 -2.739 -1.277
C 2.529 -3.280 -2.270
O 3.143 -3.658 -3.188
C 2.404 -3.126 0.905
O 3.272 -3.615 1.547
H -3.222 2.692 -3.031
H -3.535 1.430 -1.835
H -3.570 0.981 -3.568
H -1.208 1.053 -3.718
H -1.352 0.406 -2.089
H -0.426 3.169 -2.962
H 0.269 2.012 -1.842
H -2.352 3.130 -0.788
H -1.037 4.273 -1.044
H 0.473 2.704 0.334
H -0.831 3.544 1.168
H -2.178 1.239 0.449
H -1.466 1.615 2.056
H 1.244 1.448 1.836
H 4.960 1.107 1.176
H 4.781 -2.003 2.474
H 2.992 0.585 4.011
H -2.087 -2.512 -0.107
H -2.235 -1.039 -1.061
H -3.922 -1.821 1.085
H -2.763 -0.802 1.968
H -3.660 -0.090 0.609

Atomic partial charges in e from the Mulliken method, atoms 1 to 8: atom 1 (C): -1.142, atom 2 (C): 0.058, atom 3 (C): -0.836, atom 4 (C): -0.895, atom 5 (C): -0.907, atom 6 (C): -0.446, atom 7 (C): 1.738, atom 8 (C): -1.088

---

Q: What is the molar mass in the third record?
A: 382.5 g/mol

---

Q: Among the records above, which one has the highest calculated total energy?
A: C17H22N2O2

---

What did the first record say?
Below is C17H22GaN5S4Se as an isolated structure, with properties calculated with wB97M-V/def2-TZVPD.

Calculated total energy, eV: -186502.264
Molar mass, g/mol: 573.3
Multiplicity: 1
HOMO-LUMO gap, eV: 5.94
HOMO level, eV: -6.6

Element x y z (Å)
Ga 0.336 -0.264 0.568
C -3.667 -3.342 3.223
S -3.320 -1.571 3.326
C -2.082 -1.327 2.117
S -1.515 0.289 2.007
N -1.714 -2.364 1.399
N -0.739 -2.071 0.499
C -0.333 -2.971 -0.297
C 0.747 -2.604 -1.219
C 1.287 -3.491 -2.135
C 2.329 -3.061 -2.941
C 2.800 -1.765 -2.807
C 2.193 -0.931 -1.880
N 1.191 -1.347 -1.116
H -4.580 -3.506 3.796
H -2.845 -3.907 3.656
H -3.810 -3.625 2.185
H -0.758 -3.968 -0.285
H 0.893 -4.497 -2.205
H 2.768 -3.732 -3.668
H 3.621 -1.398 -3.407
H 2.497 0.100 -1.736
C 4.105 2.185 0.704
C 2.977 1.195 0.959
S 1.424 1.706 0.256
C 3.163 0.066 1.658
C 4.510 -0.303 2.238
S 1.916 -1.145 1.990
H 3.768 2.991 0.055
H 4.958 1.701 0.218
H 4.463 2.633 1.635
H 5.177 0.555 2.314
H 4.997 -1.068 1.625
H 4.379 -0.725 3.236
C -4.394 1.079 -0.212
N -3.429 2.114 -0.560
C -3.590 3.458 -0.264
C -2.516 4.101 -0.753
N -1.703 3.144 -1.341
C -0.493 3.448 -2.095
C -2.253 1.916 -1.203
Se -1.575 0.307 -1.826
H -4.256 0.758 0.816
H -4.244 0.229 -0.870
H -5.398 1.479 -0.346
H -4.454 3.827 0.263
H -2.258 5.146 -0.744
H 0.062 4.230 -1.580
H -0.751 3.770 -3.104
H 0.121 2.556 -2.149

Atomic partial charges in e from the Mulliken method, atoms 1 to 8: atom 1 (Ga): 0.527, atom 2 (C): -0.812, atom 3 (S): 0.007, atom 4 (C): 0.519, atom 5 (S): -0.451, atom 6 (N): -1.395, atom 7 (N): 0.984, atom 8 (C): -0.788